# 1
{
  "formula": "C28H32N6O5",
  "method": "ωB97M-V/def2-TZVPD",
  "spin_multiplicity": 1,
  "homo_ha": -0.2775,
  "smiles": "[H]/N=c1\\c(C(=O)NCCN2CCOCC2)cc2c(=O)n3ccccc3nc2n1CCc1ccc(OC)c(OC)c1",
  "total_charge": 0,
  "e_tot_ha": -1790.9471,
  "orbital_gap_ev": 7.04,
  "elements": ["H", "N", "C", "C", "C", "O", "N", "C", "C", "N", "C", "C", "O", "C", "C", "C", "C", "C", "O", "N", "C", "C", "C", "C", "C", "N", "C", "N", "C", "C", "C", "C", "C", "C", "O", "C", "C", "O", "C", "C", "H", "H", "H", "H", "H", "H", "H", "H", "H", "H", "H", "H", "H", "H", "H", "H", "H", "H", "H", "H", "H", "H", "H", "H", "H", "H", "H", "H", "H", "H", "H"],
  "xyz": [[-0.96, -3.13, 2.48], [0.04, -3.06, 2.30], [0.41, -1.92, 1.88], [-0.42, -0.73, 1.71], [-1.90, -0.85, 1.85], [-2.54, -1.78, 1.40], [-2.47, 0.18, 2.52], [-3.88, 0.49, 2.39], [-4.04, 1.89, 1.77], [-3.07, 2.11, 0.71], [-2.96, 3.52, 0.36], [-1.86, 3.69, -0.69], [-2.14, 2.94, -1.84], [-2.25, 1.57, -1.51], [-3.36, 1.34, -0.49], [0.11, 0.45, 1.33], [1.50, 0.56, 1.07], [2.06, 1.79, 0.63], [1.48, 2.85, 0.49], [3.47, 1.72, 0.35], [4.09, 2.85, -0.08], [5.41, 2.88, -0.38], [6.17, 1.69, -0.24], [5.56, 0.55, 0.18], [4.17, 0.54, 0.49], [3.61, -0.58, 0.88], [2.30, -0.60, 1.17], [1.77, -1.77, 1.56], [2.57, -2.97, 1.45], [2.75, -3.36, -0.04], [1.47, -3.07, -0.77], [0.35, -3.85, -0.59], [-0.88, -3.46, -1.09], [-1.01, -2.27, -1.79], [-2.19, -1.76, -2.26], [-3.38, -2.37, -1.82], [0.14, -1.49, -2.04], [-0.06, -0.36, -2.77], [1.01, 0.53, -2.94], [1.36, -1.90, -1.52], [-1.88, 0.95, 2.80], [-4.32, -0.29, 1.76], [-4.37, 0.46, 3.37], [-5.08, 2.01, 1.43], [-3.85, 2.63, 2.55], [-2.70, 4.09, 1.26], [-3.91, 3.91, -0.04], [-1.81, 4.74, -1.00], [-0.89, 3.39, -0.26], [-2.46, 1.03, -2.44], [-1.30, 1.21, -1.10], [-3.38, 0.28, -0.24], [-4.33, 1.63, -0.92], [-0.50, 1.33, 1.17], [3.44, 3.71, -0.15], [5.88, 3.79, -0.71], [7.22, 1.70, -0.47], [6.08, -0.38, 0.30], [3.54, -2.79, 1.91], [2.02, -3.74, 1.98], [3.00, -4.42, -0.09], [3.57, -2.78, -0.46], [0.42, -4.77, -0.02], [-1.74, -4.08, -0.90], [-4.18, -1.73, -2.18], [-3.41, -2.43, -0.73], [-3.50, -3.38, -2.24], [1.83, 0.08, -3.51], [1.40, 0.89, -1.98], [0.60, 1.38, -3.49], [2.24, -1.29, -1.68]],
  "lowdin_charge": [0.061, 0.169, -0.304, -0.036, -0.449, 0.052, 0.078, -0.154, -0.180, -0.179, -0.165, -0.188, -0.121, -0.184, -0.141, 0.057, -0.060, -0.369, 0.060, 0.107, -0.020, -0.050, -0.049, 0.013, -0.237, 0.185, -0.210, 0.040, -0.122, -0.112, -0.242, -0.051, -0.003, -0.202, -0.075, -0.083, -0.186, -0.082, -0.073, 0.023, 0.136, 0.114, 0.120, 0.126, 0.118, 0.123, 0.129, 0.126, 0.106, 0.128, 0.113, 0.108, 0.136, 0.111, 0.132, 0.107, 0.111, 0.118, 0.119, 0.103, 0.116, 0.099, 0.117, 0.111, 0.094, 0.075, 0.094, 0.098, 0.082, 0.101, 0.109]
}

# 2
{
  "formula": "C28H33AlClN2O2",
  "method": "ωB97M-V/def2-TZVPD",
  "spin_multiplicity": 1,
  "homo_ha": [-0.0051, -0.0772],
  "total_charge": -1,
  "e_tot_ha": -2049.4159,
  "orbital_gap_ev": [2.77, 4.72],
  "elements": ["Al", "Cl", "N", "N", "C", "C", "C", "C", "C", "C", "H", "H", "H", "H", "H", "H", "C", "C", "C", "C", "H", "H", "H", "H", "H", "H", "O", "H", "H", "O", "H", "H", "C", "C", "C", "H", "H", "C", "C", "H", "C", "C", "C", "C", "H", "C", "H", "H", "H", "H", "H", "H", "H", "H", "C", "C", "C", "C", "C", "C", "C", "C", "H", "H", "H", "H", "H"],
  "xyz": [[-0.37, 0.45, -0.08], [-2.22, 0.10, -1.18], [0.57, 0.45, -1.95], [-1.40, -0.07, 1.66], [1.30, 1.47, -2.33], [-1.82, 0.82, 2.52], [0.75, -0.65, -2.93], [1.97, -0.17, -3.70], [-0.44, -0.73, -3.86], [0.96, -1.97, -2.22], [-0.73, 0.27, -4.20], [-1.29, -1.20, -3.36], [-0.15, -1.33, -4.74], [1.81, -1.91, -1.55], [1.13, -2.76, -2.98], [0.07, -2.24, -1.63], [-1.82, -1.41, 2.14], [-2.79, -1.06, 3.26], [-0.61, -2.16, 2.69], [-2.47, -2.23, 1.05], [-3.29, -1.67, 0.59], [-2.86, -3.15, 1.50], [-1.75, -2.51, 0.27], [-0.19, -1.61, 3.54], [0.16, -2.24, 1.92], [-0.93, -3.15, 3.02], [-2.61, 0.38, 3.49], [-2.60, -1.56, 4.21], [-3.84, -1.21, 2.97], [2.08, 1.27, -3.37], [1.90, -0.24, -4.79], [2.90, -0.65, -3.37], [1.26, 2.81, -1.68], [-1.49, 2.28, 2.47], [-1.44, 2.69, 1.03], [-0.49, 2.39, 2.93], [-2.22, 2.83, 3.05], [-0.25, 2.40, 0.29], [-0.07, 2.96, -1.01], [0.62, 1.80, 0.78], [-1.18, 3.52, -1.66], [-2.38, 3.64, -0.96], [-1.10, 3.91, -3.10], [-2.53, 3.23, 0.36], [-3.25, 4.06, -1.48], [-3.87, 3.31, 1.04], [-4.57, 3.84, 0.39], [-3.81, 3.85, 1.99], [-4.27, 2.31, 1.24], [-0.25, 4.57, -3.31], [-2.02, 4.43, -3.39], [-1.01, 3.03, -3.76], [1.45, 3.58, -2.44], [2.07, 2.83, -0.93], [1.17, -0.53, 0.54], [2.11, -1.26, 0.87], [3.12, -2.15, 1.32], [3.19, -2.48, 2.69], [4.10, -3.45, 3.12], [4.95, -4.07, 2.19], [4.90, -3.72, 0.84], [4.00, -2.75, 0.40], [2.52, -1.98, 3.39], [4.14, -3.71, 4.17], [5.65, -4.83, 2.53], [5.56, -4.19, 0.12], [3.95, -2.45, -0.65]],
  "lowdin_charge": [-0.260, 0.431, 0.104, 0.119, -0.307, -0.299, -0.527, -0.040, -0.058, -0.033, 0.087, 0.044, 0.084, 0.057, 0.094, 0.078, -0.525, -0.052, -0.030, -0.070, 0.050, 0.088, 0.073, 0.097, 0.059, 0.093, 0.036, 0.131, 0.130, 0.038, 0.127, 0.136, -0.030, -0.035, -0.224, 0.143, 0.118, -0.163, -0.216, 0.127, -0.252, -0.058, -0.044, -0.260, 0.098, -0.046, 0.071, 0.074, 0.088, 0.074, 0.072, 0.082, 0.120, 0.144, -0.048, -0.154, -0.317, -0.100, -0.156, -0.191, -0.156, -0.102, 0.086, 0.078, 0.063, 0.078, 0.081]
}

# 3
{
  "formula": "C28H33BeCl2F9N2O5S3",
  "method": "ωB97M-V/def2-TZVPD",
  "spin_multiplicity": 1,
  "homo_ha": -0.4830,
  "total_charge": 2,
  "e_tot_ha": -4599.2573,
  "orbital_gap_ev": 1.84,
  "elements": ["C", "C", "Cl", "C", "Cl", "N", "C", "O", "C", "C", "C", "C", "C", "O", "O", "C", "C", "C", "C", "C", "S", "C", "S", "N", "C", "C", "O", "C", "C", "C", "C", "C", "C", "C", "C", "F", "F", "C", "F", "F", "S", "F", "F", "F", "F", "F", "C", "C", "O", "H", "H", "H", "H", "H", "H", "H", "H", "H", "H", "H", "H", "H", "H", "H", "H", "H", "H", "H", "H", "H", "H", "H", "H", "H", "H", "H", "H", "H", "H", "H", "H", "H", "Be"],
  "xyz": [[5.58, -0.67, 1.20], [4.38, -0.43, 2.34], [5.32, -0.09, 3.94], [3.53, -1.82, 2.40], [4.77, -3.15, 2.93], [2.43, -1.86, 3.44], [1.50, -3.04, 3.17], [1.73, -4.36, 3.15], [0.06, -2.31, 2.91], [-1.38, -2.85, 2.36], [-1.58, -4.42, 1.94], [-2.59, -4.61, 0.65], [-2.92, -6.20, 0.30], [-3.67, -6.88, 1.17], [-2.40, -6.75, -1.00], [-2.62, -1.78, 2.23], [-2.51, -0.15, 2.59], [-3.88, 0.73, 2.40], [-3.83, 1.86, 1.21], [-3.32, 1.32, -0.25], [-3.89, -0.40, -0.72], [-2.43, -1.08, -1.74], [-1.02, -1.54, -0.87], [-2.47, -1.20, -3.27], [-2.53, 0.27, -3.73], [-2.32, 0.46, -5.35], [-1.12, -0.24, -5.86], [-1.27, -1.67, -5.46], [-1.10, -1.67, -3.80], [-1.05, 0.38, 3.10], [-0.81, 1.96, 3.44], [0.35, 2.67, 2.46], [-0.12, 2.75, 0.89], [0.74, 3.80, -0.04], [2.02, 3.07, -0.82], [1.42, 1.88, -1.51], [2.95, 2.67, 0.30], [2.66, 4.18, -1.85], [1.65, 5.03, -2.56], [3.46, 5.14, -1.00], [3.82, 3.52, -3.16], [5.11, 4.44, -2.42], [3.52, 4.94, -4.13], [2.58, 2.75, -4.06], [4.24, 2.11, -2.28], [4.93, 3.02, -4.37], [0.16, -0.71, 3.26], [1.71, -0.58, 3.78], [2.15, 0.53, 4.44], [5.83, 0.33, 0.66], [6.50, -1.14, 1.80], [5.17, -1.52, 0.49], [3.68, 0.47, 2.07], [3.10, -2.15, 1.35], [-1.88, -5.08, 2.87], [-0.52, -4.81, 1.58], [-2.13, -4.16, -0.35], [-3.64, -4.08, 0.78], [-2.32, -5.98, -1.67], [-3.66, -2.18, 1.85], [-4.80, 0.03, 2.19], [-4.09, 1.27, 3.42], [-4.96, 2.22, 1.05], [-3.26, 2.79, 1.64], [-3.79, 2.06, -1.06], [-2.16, 1.36, -0.42], [-3.49, 0.82, -3.34], [-1.60, 0.78, -3.20], [-2.13, 1.61, -5.54], [-3.26, 0.05, -5.92], [-0.30, -2.21, -5.87], [-2.27, -2.16, -5.82], [-0.25, -0.89, -3.58], [-0.85, -2.77, -3.49], [-1.79, 2.57, 3.25], [-0.48, 2.17, 4.56], [1.37, 2.04, 2.46], [0.67, 3.75, 2.86], [-1.24, 3.16, 0.90], [-0.18, 1.65, 0.48], [-0.05, 4.26, -0.81], [1.19, 4.64, 0.65], [5.64, 2.09, 2.38]],
  "lowdin_charge": [-0.164, -0.677, 0.586, -0.555, 0.630, -0.046, -0.203, 0.040, 0.055, -0.026, -0.118, -0.113, -0.255, 0.014, 0.003, 0.078, -0.044, -0.180, -0.222, -0.458, 0.825, -0.842, 0.749, -0.137, -0.162, -0.148, -0.202, -0.134, -0.203, 0.022, -0.121, -0.179, -0.193, -0.063, -0.185, -0.020, -0.056, -0.219, 0.026, 0.008, 1.092, -0.203, -0.191, -0.178, -0.193, -0.167, 0.083, -0.184, -0.017, 0.050, 0.095, 0.103, 0.076, 0.159, 0.163, 0.141, 0.083, 0.125, 0.124, 0.111, 0.127, 0.140, 0.143, 0.100, 0.107, 0.059, 0.130, 0.133, 0.160, 0.147, 0.152, 0.148, 0.132, 0.126, 0.107, 0.148, 0.097, 0.141, 0.109, 0.102, 0.154, 0.149, 0.804]
}

# 4
{
  "formula": "C28H33BrINO4S",
  "method": "ωB97M-V/def2-TZVPD",
  "spin_multiplicity": 1,
  "homo_ha": -0.3004,
  "smiles": "CCOC(=O)CCCc1c(CCCI)c(Br)c2c(c1CCCS)C(=O)N(CCc1ccccc1)C2=O",
  "total_charge": 0,
  "e_tot_ha": -4711.4804,
  "orbital_gap_ev": 6.85,
  "elements": ["C", "C", "O", "C", "O", "C", "C", "C", "C", "C", "C", "C", "C", "I", "C", "Br", "C", "C", "C", "C", "C", "C", "S", "C", "O", "N", "C", "C", "C", "C", "C", "C", "C", "C", "C", "O", "H", "H", "H", "H", "H", "H", "H", "H", "H", "H", "H", "H", "H", "H", "H", "H", "H", "H", "H", "H", "H", "H", "H", "H", "H", "H", "H", "H", "H", "H", "H", "H", "H"],
  "xyz": [[5.92, -3.15, -1.25], [4.29, -3.53, -1.13], [3.92, -3.42, 0.29], [2.94, -2.35, 0.54], [1.87, -2.06, -0.19], [3.17, -1.43, 1.91], [4.05, -0.07, 1.66], [3.21, 1.33, 1.80], [1.86, 1.43, 0.87], [2.12, 1.41, -0.78], [3.60, 1.30, -1.49], [3.84, -0.05, -2.39], [4.74, 0.44, -3.71], [6.67, 1.34, -3.02], [0.83, 1.50, -1.84], [0.98, 1.48, -3.84], [-0.67, 1.66, -1.20], [-0.89, 1.72, 0.43], [0.33, 1.59, 1.51], [0.03, 1.66, 3.12], [-1.10, 0.60, 3.67], [-1.03, -0.89, 3.00], [-2.67, -1.31, 2.12], [-2.51, 1.94, 0.60], [-3.27, 2.31, 1.63], [-3.10, 1.67, -0.77], [-4.24, 2.57, -1.21], [-5.30, 1.58, -2.05], [-5.84, 0.33, -1.10], [-5.97, -1.20, -1.70], [-6.56, -2.37, -0.71], [-7.03, -2.14, 0.86], [-6.87, -0.59, 1.45], [-6.28, 0.63, 0.48], [-2.14, 1.80, -1.93], [-2.32, 1.94, -3.25], [6.21, -2.75, -2.32], [6.48, -4.17, -1.01], [6.18, -2.35, -0.43], [3.75, -2.78, -1.84], [4.11, -4.62, -1.58], [3.63, -2.10, 2.79], [2.09, -1.08, 2.26], [4.88, -0.05, 2.52], [4.63, -0.21, 0.65], [3.95, 2.19, 1.42], [3.03, 1.56, 2.94], [4.49, 1.48, -0.71], [3.67, 2.22, -2.24], [2.85, -0.58, -2.73], [4.56, -0.76, -1.78], [4.95, -0.42, -4.47], [4.15, 1.34, -4.19], [-0.31, 2.75, 3.41], [1.01, 1.46, 3.76], [-0.88, 0.46, 4.83], [-2.21, 0.97, 3.60], [-0.09, -1.09, 2.33], [-0.97, -1.68, 3.90], [-3.68, -0.78, 2.98], [-4.88, 3.01, -0.32], [-3.90, 3.50, -1.85], [-6.24, 2.22, -2.35], [-4.82, 1.17, -3.04], [-5.64, -1.37, -2.81], [-6.67, -3.47, -1.14], [-7.48, -3.02, 1.51], [-7.21, -0.40, 2.57], [-6.20, 1.70, 0.98]],
  "lowdin_charge": [-0.098, -0.227, -0.096, -0.247, -0.017, -0.083, -0.189, -0.176, -0.021, -0.056, -0.244, -0.300, -0.594, 0.651, -0.425, 0.677, -0.013, 0.045, -0.022, -0.168, -0.261, -0.524, 0.592, -0.219, -0.037, 0.001, -0.168, -0.150, -0.132, -0.030, -0.083, -0.078, -0.072, -0.021, -0.228, -0.036, 0.082, 0.086, 0.084, 0.098, 0.142, 0.134, 0.104, 0.128, 0.097, 0.126, 0.112, 0.083, 0.106, 0.105, 0.071, 0.066, 0.037, 0.129, 0.109, 0.119, 0.083, 0.068, 0.077, -0.103, 0.124, 0.143, 0.116, 0.109, 0.092, 0.079, 0.084, 0.080, 0.082]
}